# 1
2 unconnected molecules or ions with the total composition C7H13N at a distorted geometry, computed with the ωB97M-V functional and the def2-TZVPD basis.

Last columns: bonded neighbours and bond lengths (Å).
Atoms and positions in Å:
1 C -1.2375 -1.5045 0.3344  C2 1.504, H9 1.101, H10 1.078, H11 1.131
2 C 0.1234 -1.3852 -0.2940  C1 1.504, C3 1.527, H12 1.139, H13 1.033
3 C 1.2885 -0.7159 0.4317  C2 1.527, C4 1.305, C6 1.599
4 C 2.2497 -1.3453 1.0506  C3 1.305, N5 1.515
5 N 2.6329 -2.7813 0.7548  C4 1.515, H15 0.981, H16 1.048
6 C 1.1373 0.8528 0.1608  C3 1.599, C7 1.371, H18 1.072
7 C 0.2033 1.5531 -0.5574  C6 1.371, C8 1.427, H19 1.055
8 C -0.9462 1.3252 -1.3723  C7 1.427, H20 1.070, H21 1.142
9 H -1.1363 -1.6393 1.4227  C1 1.101
10 H -1.7387 -2.4279 0.0925  C1 1.078
11 H -1.9407 -0.6456 0.1190  C1 1.131
12 H -0.0977 -0.5705 -1.0585  C2 1.139
13 H 0.4087 -2.1818 -0.8869  C2 1.033
14 H -3.1513 5.1653 0.9207  H17 0.762
15 H 3.3602 -3.0572 1.3528  N5 0.981
16 H 3.0119 -2.8568 -0.2189  N5 1.048
17 H -3.8427 5.2283 1.2347  H14 0.762
18 H 1.9202 1.4236 0.6198  C6 1.072
19 H 0.2786 2.5878 -0.3683  C7 1.055
20 H -1.8012 1.9631 -1.2901  C8 1.070
21 H -0.7223 1.0122 -2.4479  C8 1.142

Computed properties:
HOMO energy (alpha / beta): -12.6 / -14.3 eV
Kohn-Sham gap (alpha / beta): 5.3 / 8.2 eV
DFT total energy: -328.7205 a.u.
molecular weight: 111.19 g/mol
<S²>: 1.010
spin multiplicity: 2
total charge: +1


# 2
A gas-phase ion, C7H13N2O (charge +1) at a distorted geometry, computed with the ωB97M-V functional and the def2-TZVPD basis.

Last columns: bonded neighbours and bond lengths (Å).
Atoms and positions in Å:
1 H 0.6722 -1.2746 2.4389  N2 1.060
2 N 1.4718 -0.9264 1.8372  H1 1.060, C3 1.265
3 C 1.3601 -0.5120 0.6477  N2 1.265, C4 1.388, C6 1.707
4 C 2.3973 0.0801 -0.0591  C3 1.388, C5 1.362, H12 1.084
5 C 2.2576 0.9302 -1.1143  C4 1.362, H13 1.104, H14 1.065
6 C -0.0681 -0.6295 -0.2805  C3 1.707, C7 1.540, N9 1.498, H15 1.046
7 C -0.1994 -2.1584 -0.1468  C6 1.540, O8 1.195, H16 1.052
8 O -1.1550 -2.7099 0.3120  C7 1.195
9 N -1.2864 0.0970 0.2013  C6 1.498, C10 1.449, C11 1.538, H17 1.054
10 C -0.9243 1.2735 0.9657  N9 1.449, H18 1.167, H19 1.121, H20 1.135
11 C -2.1747 0.5292 -0.9776  N9 1.538, H21 1.145, H22 1.079, H23 1.106
12 H 3.3863 -0.1606 0.3135  C4 1.084
13 H 3.1703 1.4038 -1.5164  C5 1.104
14 H 1.3981 0.9979 -1.7388  C5 1.065
15 H 0.2730 -0.2185 -1.1804  C6 1.046
16 H 0.6701 -2.6805 -0.4265  C7 1.052
17 H -1.7585 -0.6048 0.8297  N9 1.054
18 H -1.8924 1.9251 0.9418  C10 1.167
19 H -0.6874 0.9911 2.0241  C10 1.121
20 H -0.0139 1.8378 0.5890  C10 1.135
21 H -1.8661 1.6040 -1.2221  C11 1.145
22 H -1.8328 -0.0790 -1.8009  C11 1.079
23 H -3.1979 0.2845 -0.6373  C11 1.106

Computed properties:
HOMO energy: -13.9 eV
Kohn-Sham gap: 10.0 eV
DFT total energy: -458.9128 a.u.
molecular weight: 141.19 g/mol
SMILES: [H]/N=C(/C=C)[C@@H](C=O)[NH+](C)C
total charge: +1


# 3
A gas-phase ion, C7H13N2O (charge +1) at a distorted geometry, computed with the ωB97M-V functional and the def2-TZVPD basis.

Last columns: bonded neighbours and bond lengths (Å).
Atoms and positions in Å:
1 C 1.8495 2.1603 -0.0808  C2 1.298, H11 1.075, H12 1.081
2 C 1.9673 0.8884 0.1517  C1 1.298, N3 1.289
3 N 2.7299 -0.0410 0.6161  C2 1.289, C4 1.261
4 C 2.3218 -1.2284 0.7307  N3 1.261, C5 1.517, H13 1.077
5 C 0.8933 -1.4881 0.2910  C4 1.517, N6 1.450, H14 1.093, H15 1.096
6 N 0.4040 -0.2625 -0.3107  C5 1.450, C7 1.452, O8 1.386
7 C 0.2840 -0.2774 -1.7575  N6 1.452, H16 1.093, H17 1.089, H18 1.089
8 O -0.6341 0.3567 0.3672  N6 1.386, C9 1.440
9 C -1.9711 -0.0981 0.0875  O8 1.440, C10 1.519, H19 1.095, H20 1.096
10 C -2.8527 0.4876 1.1765  C9 1.519, H21 1.087, H22 1.085, H23 1.085
11 H 0.9426 2.5967 -0.4591  C1 1.075
12 H 2.6700 2.8340 0.1217  C1 1.081
13 H 2.9477 -2.0070 1.1341  C4 1.077
14 H 0.8673 -2.3383 -0.3946  C5 1.093
15 H 0.3100 -1.7317 1.1866  C5 1.096
16 H -0.4784 -0.9857 -2.0902  C7 1.093
17 H 0.0200 0.7205 -2.1043  C7 1.089
18 H 1.2412 -0.5598 -2.1932  C7 1.089
19 H -2.2877 0.2685 -0.8949  C9 1.095
20 H -2.0129 -1.1937 0.1012  C9 1.096
21 H -2.6195 0.0470 2.1420  C10 1.087
22 H -2.6993 1.5601 1.2388  C10 1.085
23 H -3.8929 0.2918 0.9403  C10 1.085

Computed properties:
HOMO energy: -14.4 eV
Kohn-Sham gap: 10.2 eV
DFT total energy: -458.8951 a.u.
molecular weight: 141.19 g/mol
SMILES: C=C=[N+]=CCN(C)OCC
total charge: +1


# 4
A gas-phase ion, C7H13N2O (charge +1) at a distorted geometry, computed with the ωB97M-V functional and the def2-TZVPD basis.

Last columns: bonded neighbours and bond lengths (Å).
Atoms and positions in Å:
1 C 3.0695 0.8347 -0.7025  C2 1.335, N8 1.512, H11 1.067
2 C 2.2075 1.4153 0.1347  C1 1.335, C3 1.388, N8 1.451
3 C 1.5344 2.4880 0.7040  C2 1.388, H12 1.053, H13 1.152, H14 1.015
4 C -2.8797 -0.5355 -0.9607  C5 1.484, H15 1.047, H16 1.167, H17 1.058
5 C -1.6223 -0.2016 -0.2468  C4 1.484, C6 1.538, H18 1.013, H19 1.192
6 C -1.0777 -1.5435 0.2698  C5 1.538, C7 1.574, H20 1.076, H21 1.084
7 C 0.3054 -1.1784 0.9256  C6 1.574, N9 1.447, H22 0.992, H23 1.111
8 N 2.1428 -0.0337 0.1184  C1 1.512, C2 1.451, N9 1.287
9 N 1.2986 -0.9786 -0.1077  C7 1.447, N8 1.287, O10 1.215
10 O 1.4303 -1.7920 -1.0010  N9 1.215
11 H 3.7874 0.6325 -1.4661  C1 1.067
12 H 2.1466 3.2867 0.3938  C3 1.053
13 H 1.3958 2.4056 1.8449  C3 1.152
14 H 0.5784 2.5469 0.3680  C3 1.015
15 H -3.6153 -1.1034 -0.4774  C4 1.047
16 H -3.5723 0.3489 -1.2787  C4 1.167
17 H -2.4991 -0.9659 -1.8497  C4 1.058
18 H -1.0263 0.2991 -0.8948  C5 1.013
19 H -1.7455 0.6110 0.6170  C5 1.192
20 H -1.7274 -1.8424 1.0740  C6 1.076
21 H -0.9630 -2.3522 -0.4431  C6 1.084
22 H 0.5314 -2.0378 1.3675  C7 0.992
23 H 0.3005 -0.3037 1.6107  C7 1.111

Computed properties:
HOMO energy (alpha / beta): -12.0 / -14.2 eV
Kohn-Sham gap (alpha / beta): 7.5 / 7.0 eV
DFT total energy: -458.6762 a.u.
molecular weight: 141.19 g/mol
<S²>: 2.008
spin multiplicity: 3
total charge: +1


# 5
A gas-phase ion, C7H13N2O2 (charge +1) at a distorted geometry, computed with the ωB97M-V functional and the def2-TZVPD basis.

Last columns: bonded neighbours and bond lengths (Å).
Atoms and positions in Å:
1 O 1.4269 3.5521 -0.3013  N2 1.229
2 N 0.8899 2.6024 -0.8673  O1 1.229, N3 1.289, H12 1.015
3 N 0.0712 1.8505 -0.2143  N2 1.289, O4 1.335, C5 1.561
4 O -0.1902 2.3682 0.9878  N3 1.335, H13 1.011
5 C -0.8093 0.7057 -0.8063  N3 1.561, C6 1.605, C11 1.576, H14 1.193
6 C -1.8112 0.0976 0.2897  C5 1.605, C7 1.550, H15 1.077, H16 1.050
7 C -1.1993 -0.3365 1.6460  C6 1.550, C8 1.312, H17 1.135
8 C 0.0449 -0.6819 1.8776  C7 1.312, C9 1.472, H18 1.159
9 C 1.1784 -0.7594 0.9415  C8 1.472, C10 1.573, H19 1.109, H20 1.161
10 C 0.8261 -1.1978 -0.5277  C9 1.573, C11 1.498, H21 1.084, H22 1.034
11 C 0.2046 -0.2656 -1.5225  C5 1.576, C10 1.498, H23 1.082, H24 1.126
12 H 1.1025 2.4265 -1.8444  N2 1.015
13 H 0.1629 3.3144 1.0431  O4 1.011
14 H -1.3530 1.2025 -1.7447  C5 1.193
15 H -2.4218 -0.6384 -0.2059  C6 1.077
16 H -2.5315 0.7624 0.6660  C6 1.050
17 H -1.9553 -0.5506 2.4649  C7 1.135
18 H 0.1938 -0.9258 3.0003  C8 1.159
19 H 1.9598 0.0272 0.9528  C9 1.109
20 H 1.7990 -1.6551 1.3436  C9 1.161
21 H 1.7633 -1.6493 -0.8339  C10 1.084
22 H 0.2005 -2.0061 -0.3680  C10 1.034
23 H 0.8004 0.1328 -2.3333  C11 1.082
24 H -0.3779 -0.9744 -2.1755  C11 1.126

Computed properties:
HOMO energy (alpha / beta): -13.0 / -13.0 eV
Kohn-Sham gap (alpha / beta): 7.4 / 7.4 eV
DFT total energy: -534.0291 a.u.
molecular weight: 157.19 g/mol
SMILES: O=[NH+]N(O)[C@@H]1CC=CCCC1
total charge: +1


# 6
A gas-phase ion, C7H13N2O2 (charge +1) at a distorted geometry, computed with the ωB97M-V functional and the def2-TZVPD basis.

Last columns: bonded neighbours and bond lengths (Å).
Atoms and positions in Å:
1 C -1.3597 1.6580 -0.5513  N2 1.268, H12 1.114, H13 1.158
2 N -1.3113 0.3974 -0.4219  C1 1.268, C3 1.592, C6 1.452
3 C -2.6031 -0.1841 0.3040  N2 1.592, N4 1.265, O5 1.195
4 N -2.8372 -1.3820 -0.0286  C3 1.265, H14 1.126, H15 1.032
5 O -3.2740 0.6106 0.8929  C3 1.195
6 C -0.1976 -0.4907 -0.7052  N2 1.452, O7 1.200, C8 1.520
7 O -0.3596 -1.5484 -1.2491  C6 1.200
8 C 1.1149 -0.0668 -0.0673  C6 1.520, C9 1.537, C10 1.586, C11 1.561
9 C 1.3152 1.4558 -0.0152  C8 1.537, H16 1.114, H17 1.183, H18 1.079
10 C 1.0916 -0.6249 1.4175  C8 1.586, H19 1.100, H20 1.121, H21 1.067
11 C 2.3331 -0.7500 -0.7652  C8 1.561, H22 1.098, H23 1.245, H24 1.063
12 H -2.2108 2.1671 -0.0448  C1 1.114
13 H -0.8594 2.3042 -1.3713  C1 1.158
14 H -2.2334 -2.0127 -0.7389  N4 1.126
15 H -3.6928 -1.8997 0.2260  N4 1.032
16 H 2.2440 1.6932 0.5514  C9 1.114
17 H 0.4867 2.1343 0.4870  C9 1.183
18 H 1.5250 1.7762 -1.0236  C9 1.079
19 H 2.1065 -0.5639 1.8374  C10 1.100
20 H 0.6768 -1.6179 1.7299  C10 1.121
21 H 0.4381 -0.0446 2.0296  C10 1.067
22 H 3.1707 -0.5917 -0.0735  C11 1.098
23 H 1.9332 -1.9216 -0.6363  C11 1.245
24 H 2.5030 -0.4975 -1.7834  C11 1.063

Computed properties:
HOMO energy: -15.1 eV
Kohn-Sham gap: 9.6 eV
DFT total energy: -534.1974 a.u.
molecular weight: 157.19 g/mol
SMILES: C=[N+](C(N)=O)C(=O)C(C)(C)C
total charge: +1